The following is a quantum chemistry calculation of C34H31N6OPPd as an isolated structure, from the Open Molecules 2025 dataset.

Structure (XYZ):
```
74
Properties=species:S:1:pos:R:3:forces:R:3:mulliken_spin:R:1
N -2.631 2.666 -0.478 -0.0433 0.1258 0.0206 -0.002
H -2.846 1.846 6.178 0.0004 -0.0012 0.0025 0.000
H 3.278 2.038 0.800 -0.0083 0.0001 -0.0050 0.013
H 1.229 0.493 -4.453 -0.0071 -0.0014 0.0072 0.000
H -0.817 1.647 7.576 0.0009 -0.0014 -0.0007 0.000
C -1.631 -4.695 2.450 -0.0026 0.0050 -0.0095 0.015
H -1.738 0.442 -6.750 -0.0096 -0.0019 -0.0008 0.000
C 3.114 -1.265 1.382 -0.0200 -0.0307 -0.0091 -0.005
N -1.458 0.133 -2.293 -0.0735 -0.2535 -0.0145 0.015
C 3.690 -0.119 0.606 -0.0265 -0.0231 0.0363 0.005
C 0.389 4.598 -1.221 -0.0493 0.0480 0.1430 0.002
H 4.668 0.152 1.008 0.0073 0.0014 -0.0160 0.001
C -1.114 -1.955 2.339 0.0029 -0.0174 -0.0229 -0.010
C -0.502 -2.938 -1.199 0.0188 0.0069 -0.0167 -0.170
C -0.996 -2.726 1.140 0.0156 0.0561 -0.0318 -0.016
C -1.329 3.010 -0.649 0.1671 -0.2143 -0.0899 0.003
N 1.720 0.030 -1.396 -0.0015 0.0155 0.0748 0.062
C 0.377 0.313 4.704 0.0182 -0.0184 0.0218 0.011
H -2.856 1.695 -0.359 0.0378 -0.0291 -0.0035 -0.004
H -0.649 2.559 -5.851 0.0043 0.0072 0.0065 0.000
C -1.238 0.328 -3.401 -0.0163 0.2597 0.0011 0.015
H -2.970 0.579 -5.488 -0.0004 0.0000 0.0030 0.000
C 2.551 1.214 -1.061 -0.0352 0.0306 -0.1278 0.016
N -2.845 6.022 -1.539 -0.0472 -0.0199 0.0975 0.000
C 2.766 1.122 0.501 -0.0083 0.0315 -0.0052 0.021
C -0.756 -4.327 -1.137 0.0019 0.0062 0.0023 0.012
C 1.453 1.035 1.194 -0.0025 -0.1308 0.1110 0.111
H -2.053 -0.925 -5.669 0.0048 -0.0017 -0.0008 0.000
C -1.251 -4.117 1.211 -0.0162 -0.0659 0.0178 0.016
H -2.031 -4.383 4.516 -0.0032 -0.0030 -0.0016 0.000
C -1.944 1.410 5.769 0.0071 -0.0048 -0.0192 0.003
C -0.612 -2.126 -0.099 0.0471 -0.0775 0.0950 0.310
P -0.813 -0.169 2.187 0.2528 -0.2964 -0.0046 0.121
H -1.828 2.673 -4.535 -0.0089 0.0000 -0.0094 0.000
C -1.985 5.288 -1.299 0.0959 -0.0015 -0.1754 0.000
C -1.992 0.162 -5.727 0.0029 0.0078 0.0026 0.001
H 2.131 2.151 -1.412 0.0180 -0.0015 0.0195 -0.005
C -0.805 1.300 6.551 0.0039 0.0027 0.0153 0.005
C 2.521 -0.959 -1.328 0.0216 0.0014 -0.0549 0.011
C 1.849 -1.307 1.796 0.0247 0.0658 -0.0444 0.056
H -1.560 -1.958 4.424 0.0008 0.0051 -0.0009 0.003
H -0.663 -4.930 -2.032 0.0045 0.0041 -0.0013 -0.001
H -0.225 -2.510 -2.159 -0.0130 0.0005 -0.0028 0.005
H 1.247 0.673 6.627 0.0020 -0.0005 -0.0026 0.000
C 0.460 0.118 -5.128 0.0162 0.0101 -0.0260 0.000
H 0.867 1.943 1.235 0.0105 0.0145 0.0069 0.022
H 3.758 -2.121 1.557 0.0117 0.0096 -0.0012 0.000
C -0.913 0.709 -4.786 -0.0155 -0.0485 0.0575 0.000
C -1.123 -4.907 0.042 -0.0019 0.0217 0.0104 -0.009
H -1.833 -5.760 2.484 0.0022 -0.0009 -0.0012 0.001
C -0.986 4.324 -1.040 -0.0538 0.1365 -0.0569 -0.001
N 1.527 4.766 -1.333 0.0239 -0.0545 -0.0768 0.000
C 0.951 -0.139 1.669 0.1282 -0.1064 0.2658 -0.037
H 1.461 -2.192 2.282 0.0158 0.0045 0.0284 0.003
C -1.742 -3.934 3.574 0.0092 0.0263 -0.0056 -0.005
H 4.582 1.448 -1.300 -0.0108 0.0130 -0.0059 0.001
Pd -0.280 -0.074 -0.282 -0.3294 0.2903 -0.1132 1.298
C -0.872 2.243 -4.831 0.0227 0.0132 -0.0182 0.002
H 2.185 -1.985 -1.422 0.0005 -0.0001 0.0318 0.001
O -0.417 2.158 -0.454 -0.0162 0.1106 -0.1314 0.038
H 0.446 -0.971 -5.072 -0.0054 -0.0008 -0.0019 0.000
H -2.807 1.079 3.834 0.0051 -0.0068 -0.0069 0.001
N 3.844 0.825 -1.613 0.0052 -0.0421 0.0541 0.002
H 1.286 -0.113 4.297 -0.0074 -0.0029 -0.0162 -0.002
H -0.101 2.637 -4.167 -0.0004 -0.0012 0.0146 0.000
H -3.359 3.312 -0.730 -0.0046 -0.0093 -0.0009 0.000
C -1.922 0.975 4.451 -0.0071 0.0147 0.0221 0.023
H 0.720 0.408 -6.147 0.0136 -0.0012 0.0067 0.001
C -1.475 -2.548 3.519 -0.0082 -0.0123 0.0242 0.014
C 0.356 0.754 6.018 -0.0164 0.0077 -0.0026 0.003
H -1.323 -5.970 0.103 0.0024 -0.0008 0.0002 0.000
H 4.742 -1.101 -1.162 0.0008 0.0005 -0.0052 -0.001
C -0.766 0.414 3.914 -0.1549 0.1082 -0.0301 0.026
C 3.888 -0.471 -0.931 -0.0044 0.0207 -0.0292 -0.001
```
Positions in Å, forces in eV/Å.

Its multiplicity is 3. Its expectation value of S² is 2.02. The calculation puts the frontier orbital gap (spin up / spin down) at 7.42 / 5.93 eV. Its maximum force is 0.00882 hartree/bohr. The energy above the lowest of the compared OMol25 structures with the same formula, charge and spin is 0.0 kcal/mol.